{"formula": "C24H24F6NO", "method": "ωB97M-V/def2-TZVPD", "charge": 1, "homo_energy_ev": -12.35, "orbital_gap_ev": 7.888, "lumo_ev": -4.46, "symbols": ["C", "H", "H", "C", "C", "C", "C", "C", "H", "H", "H", "C", "C", "F", "F", "C", "H", "C", "O", "H", "H", "H", "C", "H", "H", "C", "H", "N", "C", "C", "F", "H", "H", "C", "H", "C", "C", "H", "C", "F", "H", "H", "C", "H", "C", "C", "C", "F", "H", "H", "H", "F", "H", "C", "C", "H"], "coordinates": [[-4.35527, 5.40421, 1.04107], [-3.05789, 5.75242, 4.12698], [-3.88489, 3.87155, -0.36075], [-4.85803, 7.24012, 2.69685], [-2.60702, 4.15964, 2.78964], [-4.33480, 0.69726, -1.42543], [-3.25483, 5.34948, 3.14633], [-2.12464, -0.22272, -1.56556], [-4.72902, 2.01984, 0.23370], [-3.98886, -1.54832, 3.12786], [-3.22192, 0.55630, 4.03779], [-3.67687, 4.22691, 0.65591], [-1.85089, -1.47961, 2.64513], [-5.82232, 6.97763, 3.62850], [-2.72956, -1.38994, -3.92857], [-2.85218, 3.52393, 1.57486], [-5.04390, 5.86342, 0.34594], [-3.29035, -0.92745, 2.54604], [3.08043, -0.79675, 3.57998], [2.74805, -2.77034, 3.40189], [-4.01954, 1.13641, 2.59438], [-1.94717, 3.66202, 3.52325], [-3.96886, 1.42819, -0.28639], [-3.57294, -0.98486, 1.49581], [-1.72314, -2.07336, 3.57130], [-4.12725, 5.98430, 2.27301], [2.87071, 0.52626, 1.98929], [0.32240, -0.40523, 2.77773], [-2.03895, 2.16459, 1.31864], [2.36979, -1.85344, 2.91903], [-4.66006, -1.87388, -3.05600], [-0.69962, 0.47022, -0.06778], [-0.99289, 2.58030, 0.97271], [0.84898, -1.76320, 3.12230], [3.23572, 1.16744, 3.62750], [-3.81450, -0.83512, -3.32229], [-3.40981, -0.07352, -2.08711], [-1.41033, -0.90551, -1.98941], [-1.82035, 1.08766, 2.40486], [-5.47134, 7.87316, 1.65694], [0.63633, -1.97352, 4.19437], [-1.33806, 1.81490, 3.13747], [-1.72946, 0.54122, -0.46705], [0.83931, 1.65085, 2.86349], [-0.98372, -0.24252, 2.59028], [2.63703, 0.46147, 3.06194], [-3.19442, 0.52630, 2.94634], [-3.99961, 8.11804, 3.28817], [0.39882, -2.54865, 2.49626], [-5.35624, 0.77696, -1.76188], [0.99885, 0.75734, 4.41070], [-4.44804, -0.03041, -4.22820], [-1.62558, -2.19098, 1.81266], [1.16939, 0.71110, 3.32269], [-2.63135, 1.39865, 0.14807], [2.61189, -1.85989, 1.82634]], "atomic_forces_ev_per_a": [[0.73, -0.66, -0.46], [-0.02, 0.21, 0.08], [0.29, 0.07, 0.60], [-0.33, 0.62, 0.46], [-0.46, -0.05, 0.55], [-0.16, 0.77, 0.86], [0.55, -0.39, 0.11], [0.24, 0.43, 0.43], [0.40, -0.31, -0.25], [0.19, 0.50, -0.16], [0.14, 0.31, 0.04], [-0.26, -0.32, 0.17], [-0.76, 0.05, -0.38], [0.63, 0.06, -0.73], [-0.72, 0.50, 0.21], [0.59, -0.38, 0.69], [0.08, 0.02, -0.07], [0.21, -0.75, -0.83], [-1.24, -0.11, -0.79], [-0.35, 0.23, -0.47], [-0.10, 0.01, -0.10], [-0.43, 0.54, -0.34], [0.42, -0.27, -0.04], [-0.25, -0.08, -0.04], [0.30, 0.54, -0.26], [-0.15, -0.27, 0.16], [-0.03, 0.05, 0.14], [-1.57, 0.55, 1.05], [0.83, 0.99, -3.38], [0.60, 0.32, 0.05], [0.45, 0.86, -0.03], [-0.61, 0.02, -0.45], [-1.76, -0.98, 0.58], [0.53, -0.29, 0.39], [-0.09, 0.44, -0.22], [-0.16, -0.59, -0.84], [0.39, -0.69, -0.04], [0.01, -0.08, -0.38], [0.07, 0.84, 4.09], [0.64, -0.58, 0.87], [-0.09, 0.25, -0.63], [-0.58, -1.33, 0.18], [-0.13, -0.54, -0.61], [0.16, -0.26, 0.10], [1.37, -0.15, -1.59], [0.76, -0.54, 0.22], [0.31, 0.50, 0.61], [-0.57, -0.50, -0.56], [-0.04, 0.53, 0.26], [-0.09, -0.12, -0.21], [-0.10, -0.12, -0.35], [0.59, -0.71, 0.81], [-0.01, 0.63, 0.50], [-0.24, 0.04, -0.38], [-0.08, 0.17, -0.36], [-0.09, -0.01, 0.72]]}

***

{"formula": "C24H24MnN4O4S3", "method": "ωB97M-V/def2-TZVPD", "relative_energy_kj_mol": 82.0, "homo_energy_ev": [-8.32, -7.80], "orbital_gap_ev": [8.227, 7.635], "lumo_ev": [-0.09, -0.16], "multiplicity": 2, "symbols": ["H", "C", "H", "C", "S", "H", "H", "O", "N", "N", "C", "C", "C", "C", "H", "H", "H", "H", "O", "S", "N", "C", "C", "H", "C", "C", "C", "C", "H", "H", "H", "H", "C", "H", "N", "C", "C", "C", "C", "H", "O", "C", "H", "O", "H", "C", "S", "C", "H", "H", "H", "H", "C", "Mn", "C", "H", "H", "C", "C", "H"], "coordinates": [[-2.58866, 2.86720, -1.64596], [1.05220, -0.40813, -4.14672], [-0.74443, -2.41862, -3.04031], [0.70658, 1.92996, 0.26648], [-0.59737, 1.85362, -4.62184], [-1.06774, 3.69435, -3.21260], [-0.08313, 2.50407, -2.36630], [-0.29192, 0.07594, 3.56285], [0.24071, 1.36664, 1.38360], [-1.84807, -1.35373, 1.52387], [1.03322, 1.09167, -4.45018], [0.11838, 2.10410, 2.48674], [4.28878, 0.16257, 2.54709], [-0.71936, -1.60861, -2.30927], [-1.90846, -0.26362, -3.50012], [1.52299, 1.26917, -5.40947], [4.89162, 1.00246, 2.86375], [0.77331, 1.28367, -0.60033], [-0.67981, 1.97877, 4.70236], [0.89794, -0.81674, -2.39518], [0.44127, -2.52185, 1.30644], [-2.96732, -0.64382, 1.67558], [0.44990, 3.45002, 2.52256], [-0.73835, -2.07837, -1.32547], [-3.12715, -3.24078, 0.83926], [-0.60271, -3.37309, 1.02907], [-0.94805, 2.62785, -3.01627], [4.80869, -1.12174, 2.47954], [1.23185, 5.07896, 1.36438], [0.25422, -0.91100, -4.69554], [4.33248, -3.17883, 1.97223], [1.47539, 3.67548, -0.69451], [-2.21505, 2.10568, -2.33422], [-5.25099, -2.94362, 0.75322], [2.16219, -0.63607, 1.81832], [0.94785, 4.03358, 1.37181], [-1.93317, -0.70467, -2.50550], [-4.28989, -2.49749, 0.97671], [-0.33257, 1.35468, 3.71659], [-2.99911, 1.93946, -3.07573], [-0.60548, -4.55016, 0.75131], [2.67971, -1.86689, 1.74547], [2.52958, 1.34937, 2.25996], [2.19693, -4.02360, 0.93096], [-2.83786, -1.30981, -2.41905], [1.74579, -2.95566, 1.27357], [-2.04593, 0.64427, -1.29802], [1.08311, 3.26071, 0.22492], [5.83971, -1.31133, 2.75044], [-3.11274, -4.27635, 0.52929], [1.59898, 1.64448, -3.69863], [1.99678, -0.83199, -4.49140], [2.96376, 0.36336, 2.21014], [0.04527, -0.68113, 1.79395], [-4.21332, -1.18257, 1.41113], [-5.09745, -0.57417, 1.53958], [0.31250, 3.98557, 3.45180], [3.99396, -2.15654, 2.06254], [-1.92509, -2.62917, 1.13127], [-2.84447, 0.37251, 2.02381]], "atomic_forces_ev_per_a": [[0.02, 0.01, -0.01], [-0.09, 0.12, -0.18], [-0.03, -0.03, 0.00], [-0.03, 0.08, 0.03], [-0.09, -0.03, -0.12], [-0.01, 0.01, 0.02], [0.00, -0.02, -0.04], [-0.17, 0.31, 0.30], [-0.36, -0.22, -0.12], [-0.23, 0.48, 0.08], [0.12, -0.06, 0.05], [0.07, 0.32, -0.10], [-0.02, -0.01, -0.04], [-0.08, 0.04, 0.00], [-0.05, 0.01, 0.00], [0.00, -0.02, 0.00], [0.00, -0.03, 0.00], [0.04, 0.00, 0.02], [0.06, 0.05, 0.04], [0.02, 0.02, 0.22], [-0.13, -0.60, -0.21], [0.01, -0.15, 0.03], [-0.05, -0.04, -0.02], [0.01, 0.01, 0.03], [-0.01, 0.00, 0.04], [-0.29, -0.02, -0.02], [-0.04, -0.02, 0.13], [0.15, 0.01, 0.05], [0.00, -0.03, 0.00], [0.03, -0.02, 0.00], [0.00, 0.01, 0.00], [0.00, 0.03, 0.03], [0.07, 0.16, -0.18], [0.01, 0.01, 0.01], [0.05, 0.26, 0.53], [0.02, 0.12, -0.02], [0.05, -0.11, -0.06], [-0.07, -0.05, -0.03], [-0.13, -0.38, 0.20], [-0.02, 0.01, 0.04], [0.14, 0.06, -0.04], [-0.07, 0.07, -0.17], [-0.05, 0.06, 0.03], [-0.12, -0.03, 0.03], [0.01, -0.02, -0.04], [0.15, -0.13, 0.06], [0.00, -0.15, 0.06], [-0.02, -0.06, -0.01], [-0.01, 0.01, -0.01], [-0.04, 0.01, -0.01], [0.02, 0.00, -0.03], [0.02, 0.03, 0.01], [0.01, -0.25, -0.08], [0.94, 0.13, -0.39], [0.03, -0.01, 0.01], [0.00, -0.03, -0.01], [0.02, 0.00, -0.02], [-0.02, 0.02, -0.07], [0.15, 0.04, -0.02], [0.01, 0.02, -0.02]]}

***

{"formula": "C24H24N2O5S", "method": "ωB97M-V/def2-TZVPD", "relative_energy_kj_mol": 61.9, "homo_energy_ev": -9.04, "orbital_gap_ev": 9.629, "lumo_ev": 0.58, "symbols": ["H", "H", "C", "H", "C", "C", "S", "H", "H", "H", "H", "C", "N", "O", "C", "C", "N", "C", "C", "C", "C", "C", "O", "C", "H", "H", "H", "C", "H", "C", "H", "H", "C", "H", "C", "O", "C", "C", "C", "O", "O", "H", "H", "H", "C", "H", "H", "C", "C", "H", "H", "C", "H", "H", "H", "C"], "coordinates": [[2.98934, 1.14712, 2.94998], [-2.73523, -2.34413, 6.28863], [-1.44788, 2.90901, -4.07324], [2.92654, -2.83738, 1.57334], [-1.82642, 0.57283, -4.30335], [-1.06792, -1.07745, -2.61364], [0.18185, 1.05230, -0.82802], [2.30078, -1.81623, -1.31403], [-0.38533, -2.37346, 5.52918], [-1.55476, 3.91501, -4.45308], [0.76871, -1.57260, -0.44059], [4.01821, -0.66888, 0.48972], [1.45926, 0.08450, -1.40931], [0.18358, -2.92336, 1.29896], [1.73585, -1.12820, -0.67621], [-1.18633, 0.33250, -3.09300], [0.49270, -1.60399, 3.15087], [-3.15980, -1.11670, 3.16811], [-0.66842, 1.41113, -2.37858], [-0.30014, 3.91976, -2.12802], [-1.16872, -2.02723, 4.87276], [0.88607, -2.23548, 1.99107], [1.42063, -0.40662, 4.87930], [4.36117, 0.06036, 1.54144], [-2.07107, 2.77959, -6.73668], [-3.62348, 2.57777, -5.93413], [-1.57596, -0.75820, 1.75573], [2.35542, -1.93107, 1.76709], [-1.76210, -1.71931, -3.15100], [-2.65739, 2.10693, -6.11386], [3.61366, -1.46178, 3.56006], [-0.56286, 4.82451, -2.67213], [2.51425, -0.87412, 0.60694], [-2.22652, -0.26397, -4.85757], [3.06933, 0.28302, 2.29848], [0.73435, 2.25135, -0.27368], [-1.96123, 1.85364, -4.81243], [-1.84512, -1.12240, 2.73584], [-0.85961, -1.58680, 3.59462], [-0.66307, 0.24814, 0.00973], [2.10560, 0.31187, 1.26846], [-1.27501, -1.13725, -1.54993], [-2.82299, 1.17924, -6.65494], [-3.93456, -0.75816, 2.50742], [1.51733, -0.96886, 3.82317], [4.62302, -1.09386, -0.28667], [5.32408, 0.39761, 1.86883], [-0.80357, 2.71534, -2.85688], [-2.48660, -2.00616, 5.29366], [-0.05648, -1.44111, -2.78416], [-0.72207, 3.96738, -1.12748], [-3.48158, -1.55789, 4.44124], [0.77942, 3.87672, -2.00712], [2.27119, 0.68112, -1.48477], [-4.50945, -1.54798, 4.77294], [2.76932, -1.09815, 2.97695]], "atomic_forces_ev_per_a": [[-0.02, -0.01, 0.00], [-0.02, -0.02, 0.07], [0.00, -0.21, 0.06], [-0.11, -0.01, 0.07], [0.07, 0.12, 0.12], [-0.11, -0.22, -0.04], [0.41, 0.16, -0.52], [-0.12, 0.03, 0.07], [0.07, -0.02, 0.04], [0.02, 0.14, 0.01], [0.22, -0.19, -0.06], [-0.17, 0.27, 0.02], [-0.62, 0.66, 0.20], [-0.11, -0.04, -0.11], [-0.24, -0.17, 0.47], [-0.15, -0.18, -0.16], [-0.62, 0.04, 0.21], [-0.02, 0.01, -0.02], [0.18, -0.11, 0.42], [0.07, 0.25, 0.08], [0.06, 0.01, -0.12], [0.49, -0.33, -0.09], [-0.01, 0.12, 0.11], [-0.17, 0.14, -0.16], [0.00, 0.03, -0.09], [-0.08, 0.02, -0.05], [0.00, -0.02, -0.02], [-0.11, 0.05, -0.32], [-0.01, -0.03, -0.03], [-0.02, 0.01, 0.04], [-0.12, -0.01, 0.03], [-0.03, 0.01, -0.04], [0.22, -0.53, -0.18], [-0.04, -0.12, -0.04], [0.37, -0.05, 0.40], [-0.04, 0.01, -0.34], [0.09, 0.00, 0.11], [0.11, -0.01, 0.08], [-0.31, -0.02, 0.13], [0.09, -0.15, -0.17], [-0.24, -0.12, 0.00], [-0.05, -0.21, -0.04], [-0.03, -0.03, -0.08], [-0.07, 0.03, -0.06], [0.52, -0.08, -0.05], [0.26, -0.15, -0.14], [0.31, -0.01, 0.05], [0.00, 0.23, -0.03], [0.00, -0.02, 0.04], [0.06, -0.10, -0.01], [0.02, 0.13, 0.02], [-0.06, 0.01, 0.02], [0.02, 0.12, 0.02], [0.09, 0.25, -0.07], [-0.08, 0.01, 0.02], [0.01, 0.33, 0.13]]}

***

{"formula": "C24H24N4O4RuS2", "method": "ωB97M-V/def2-TZVPD", "relative_energy_kj_mol": 156.1, "charge": -1, "homo_energy_ev": [-4.46, -4.52], "orbital_gap_ev": [7.023, 7.190], "lumo_ev": [2.56, 2.67], "multiplicity": 2, "symbols": ["H", "H", "N", "H", "C", "H", "H", "O", "H", "C", "H", "H", "N", "O", "C", "O", "C", "H", "H", "C", "H", "H", "C", "O", "H", "H", "C", "C", "C", "H", "C", "C", "C", "H", "S", "S", "C", "H", "C", "H", "C", "C", "C", "C", "C", "C", "N", "H", "H", "Ru", "H", "H", "C", "N", "H", "C", "C", "H", "C"], "coordinates": [[-1.11450, 2.14515, 3.85123], [0.18214, -1.54143, 3.67461], [0.28092, 4.35888, -6.17524], [-6.03912, 2.27921, 1.32296], [0.81572, 2.72411, -3.13945], [-0.67109, -4.38399, -0.69841], [-3.64241, 1.95746, 1.88494], [-0.12939, -2.44555, 1.89356], [2.14360, -2.91773, -2.12114], [-3.31164, 0.52016, 0.34349], [-0.31103, -3.25466, 3.78732], [4.63968, 1.35411, 2.65667], [2.96600, 1.46720, -7.29484], [2.36756, -0.63205, 1.72267], [-1.85649, 0.33716, 0.63413], [0.49203, -2.68934, -0.97898], [-0.02334, -3.66554, 1.21250], [1.01320, -4.02517, 1.25007], [-3.26210, -0.86778, -1.27227], [1.93887, 1.28927, 3.01166], [2.29305, -3.65244, -0.52261], [-0.66581, -4.42895, 1.67139], [1.29123, 1.82539, -2.18538], [-1.17118, -0.36453, -0.20922], [1.35164, -2.82010, 3.30040], [4.76228, -0.36121, 2.20788], [-5.23073, -0.02262, -1.01974], [0.69579, 3.59143, -5.42571], [-6.01015, 0.86333, -0.28902], [3.23321, -0.06051, -4.21160], [2.75732, 0.32720, 2.47635], [2.56938, 1.54715, -6.21797], [2.15881, 0.80331, -2.58092], [4.38094, 0.09883, 3.87974], [0.85426, 2.01329, -0.50689], [2.77038, -0.32589, -1.39820], [-5.43775, 1.57792, 0.75706], [-0.54227, 3.24356, 2.60913], [-3.88718, -0.18818, -0.70749], [2.39100, 2.01950, 3.66924], [-4.09793, 1.40932, 1.07111], [0.55841, 1.43268, 2.71809], [2.55853, 0.73065, -3.91162], [2.10508, 1.64064, -4.85883], [-0.21626, 2.53935, 3.37773], [1.61089, -3.47572, -1.35905], [-1.40932, 0.88376, 1.70727], [0.39678, 3.05570, 4.11457], [-5.66527, -0.57752, -1.84251], [0.90221, -0.30032, 0.18819], [-7.05914, 0.99061, -0.52751], [0.12997, 3.50165, -2.82775], [0.30078, -2.52789, 3.23927], [-0.05822, 0.66114, 1.86853], [-1.35331, -2.80332, -0.20181], [-0.46016, -3.42386, -0.21339], [4.23113, 0.35784, 2.82837], [1.27275, -4.43652, -1.76247], [1.21028, 2.64584, -4.47009]], "atomic_forces_ev_per_a": [[-0.01, 0.04, 0.00], [0.00, 0.10, 0.01], [-0.01, -0.01, 0.00], [0.01, -0.01, 0.02], [0.00, 0.06, 0.06], [-0.01, 0.01, -0.08], [0.00, 0.01, -0.03], [0.08, 0.13, 0.21], [0.04, 0.01, -0.01], [0.04, -0.09, -0.26], [-0.01, 0.00, 0.03], [0.00, -0.02, 0.03], [-0.01, -0.02, 0.00], [0.13, -0.01, -1.09], [-0.39, -0.03, -0.31], [-0.08, -0.50, 0.34], [0.07, 0.05, -0.11], [0.00, -0.10, 0.02], [-0.01, 0.04, -0.02], [0.09, 0.29, -0.04], [0.00, -0.01, 0.02], [-0.05, -0.03, 0.04], [-0.25, 0.43, -0.02], [1.05, -0.28, -0.29], [0.09, -0.01, -0.02], [0.00, 0.02, 0.00], [0.05, 0.03, 0.03], [0.09, -0.09, 0.13], [0.04, -0.07, 0.02], [0.03, 0.03, -0.02], [0.03, -0.08, 0.17], [-0.06, -0.01, 0.16], [0.28, -0.16, -0.15], [0.02, 0.03, -0.03], [0.06, -1.24, 0.24], [-0.73, -0.40, 0.40], [0.02, 0.01, -0.02], [-0.02, -0.01, 0.04], [-0.03, -0.03, 0.02], [-0.05, 0.06, -0.04], [-0.03, -0.02, 0.08], [-0.20, -0.15, 0.17], [0.07, -0.06, 0.00], [0.06, -0.03, -0.18], [0.01, -0.09, 0.13], [-0.09, 0.06, -0.05], [0.05, 0.23, 0.48], [0.02, -0.01, -0.03], [0.00, -0.01, 0.02], [-0.63, 2.26, 1.28], [0.01, 0.03, -0.02], [-0.02, -0.01, -0.05], [-0.08, 0.03, -0.24], [0.40, -0.37, -0.84], [-0.10, -0.03, 0.00], [0.13, 0.09, -0.17], [-0.05, -0.20, 0.03], [0.01, -0.03, -0.01], [-0.07, 0.13, -0.01]]}